1.
Formula: C24H41BNO17
Source: OMol25
Level of theory: the ωB97M-V functional and the def2-TZVPD basis

HOMO, eV: -11.70
Total charge: +1
ΔE to the lowest compared entry with this formula, charge and spin, kcal per mole: 0.0
DFT total energy, Eh: -2297.68879
LUMO energy, eV: -4.788
Kohn-Sham gap, eV: 6.908
Multiplicity: 1

The geometry in XYZ format:
```
84
C24H41BNO17, DFT the ωB97M-V functional and the def2-TZVPD basis
O 2.926 1.308 -3.204
C 2.045 0.771 -2.604
C 0.583 0.865 -2.972
O 0.460 1.527 -4.227
C -0.730 1.864 -4.714
O -0.853 2.434 -5.760
C -1.988 1.521 -3.961
C -2.762 2.536 -3.407
C -3.926 2.201 -2.775
N -4.293 0.915 -2.681
C -3.594 -0.109 -3.211
B -4.081 -1.634 -3.069
O -4.036 -2.217 -1.834
O -4.554 -2.247 -4.166
C -2.426 0.200 -3.872
H 2.254 0.135 -1.725
H 0.196 -0.155 -3.023
H 0.076 1.417 -2.177
H -2.459 3.568 -3.492
H -4.569 2.949 -2.332
H -5.150 0.714 -2.179
H -3.229 -2.019 -1.346
H -4.328 -3.184 -4.210
H -1.854 -0.587 -4.344
C 4.398 -2.405 3.560
C 3.659 -3.423 2.720
O 3.384 -2.927 1.396
C 4.417 -2.948 0.557
O 5.516 -3.377 0.781
O 4.019 -2.413 -0.602
C 5.052 -2.311 -1.590
H 3.847 -1.464 3.587
H 4.512 -2.773 4.579
H 5.388 -2.202 3.154
H 2.680 -3.630 3.147
H 4.203 -4.364 2.650
H 5.543 -3.265 -1.765
H 5.790 -1.569 -1.290
H 4.562 -1.981 -2.501
C 8.297 -3.824 2.746
C 8.937 -2.767 1.876
O 10.371 -2.850 1.879
C 10.888 -3.823 1.133
O 10.272 -4.598 0.448
O 12.213 -3.788 1.268
C 12.908 -4.823 0.565
H 8.698 -3.781 3.760
H 7.220 -3.671 2.780
H 8.487 -4.822 2.353
H 8.717 -1.772 2.261
H 8.567 -2.821 0.852
H 12.629 -4.833 -0.486
H 12.695 -5.792 1.013
H 13.964 -4.595 0.667
C -6.574 7.087 1.623
C -7.434 6.273 0.682
O -7.478 6.844 -0.639
C -6.412 6.647 -1.398
O -5.431 6.006 -1.101
O -6.603 7.278 -2.553
C -5.503 7.234 -3.463
H -6.911 8.123 1.643
H -6.638 6.679 2.631
H -5.531 7.077 1.312
H -8.469 6.271 1.014
H -7.097 5.238 0.620
H -5.194 6.207 -3.649
H -4.665 7.809 -3.074
H -5.860 7.683 -4.384
C -6.157 0.135 4.956
C -4.853 0.337 4.217
O -4.362 -0.891 3.644
C -4.966 -1.293 2.536
O -5.841 -0.713 1.942
O -4.423 -2.454 2.162
C -5.056 -3.062 1.032
H -6.050 -0.646 5.709
H -6.451 1.060 5.451
H -6.954 -0.158 4.274
H -4.070 0.653 4.902
H -4.945 1.092 3.437
H -5.131 -2.360 0.210
H -6.048 -3.421 1.298
H -4.431 -3.904 0.750
```

2.
Formula: C24H41CeIN3P
Source: OMol25
Level of theory: the ωB97M-V functional and the def2-TZVPD basis

HOMO (alpha / beta), eV: -14.58 / -14.59
Total charge: +2
DFT total energy, Eh: -2216.97617
LUMO energy (alpha / beta), eV: -7.718 / -6.220
Kohn-Sham gap (alpha / beta), eV: 6.862 / 8.366
Multiplicity: 1

The geometry in XYZ format:
```
71
C24H41CeIN3P, DFT the ωB97M-V functional and the def2-TZVPD basis
C 0.552 3.958 0.471
C 2.907 -0.464 0.668
H 0.351 3.292 -0.394
H 1.533 3.758 0.947
H 0.584 4.977 0.058
H 3.255 -0.376 -0.381
H 3.599 0.176 1.269
H 3.023 -1.484 1.017
C -1.770 1.426 -0.497
C -3.084 1.348 -0.959
C -3.536 0.129 -1.458
C -2.647 -0.941 -1.502
H -1.412 2.359 -0.043
H -3.716 2.235 -0.911
H -4.556 0.005 -1.815
H -2.968 -1.910 -1.877
N -0.875 0.414 -0.566
C -1.314 -0.784 -1.081
C -0.327 -1.876 -1.226
N 0.969 -1.619 -0.914
C 1.882 -2.574 -1.139
C 0.245 -4.149 -1.907
C 1.575 -3.863 -1.591
H 2.918 -2.311 -0.925
H 2.380 -4.585 -1.692
C -0.708 -3.146 -1.733
H -1.747 -3.318 -1.996
H -0.049 -5.122 -2.296
Ce 1.303 1.150 0.597
I -0.992 4.021 2.011
C 1.794 1.867 4.693
C 0.559 1.037 5.092
C 0.783 0.419 6.485
C -0.634 1.999 5.187
P 0.257 -0.272 3.774
N 0.647 0.402 2.344
C 1.405 -1.739 3.962
C 1.021 -2.603 5.178
C 1.360 -2.624 2.697
C 2.839 -1.219 4.153
C -1.526 -0.813 3.666
C -2.366 0.282 2.989
C -1.692 -2.060 2.780
C -2.081 -1.130 5.071
H 1.928 2.671 5.434
H 1.650 2.338 3.711
H 2.716 1.278 4.670
H 0.874 1.245 7.209
H -0.063 -0.201 6.811
H 1.712 -0.160 6.549
H -0.808 2.509 4.226
H -0.388 2.782 5.922
H -1.559 1.519 5.524
H 0.059 -3.113 5.043
H 1.791 -3.382 5.295
H 0.993 -2.035 6.115
H 1.181 -2.043 1.786
H 2.331 -3.128 2.582
H 0.601 -3.414 2.769
H 3.157 -0.615 3.294
H 2.970 -0.651 5.082
H 3.512 -2.089 4.215
H -1.984 0.507 1.986
H -3.389 -0.107 2.876
H -2.420 1.215 3.556
H -1.294 -2.973 3.240
H -2.773 -2.216 2.643
H -1.260 -1.916 1.781
H -1.490 -1.893 5.595
H -2.163 -0.246 5.715
H -3.096 -1.535 4.940
```

3.
Formula: C24H41Cl4IrN5O4P
Source: OMol25
Level of theory: the ωB97M-V functional and the def2-TZVPD basis

HOMO (alpha / beta), eV: -12.62 / -12.92
Total charge: +2
ΔE to the lowest compared entry with this formula, charge and spin, kcal per mole: 0.0
DFT total energy, Eh: -3799.76992
LUMO energy (alpha / beta), eV: -5.728 / -6.747
Kohn-Sham gap (alpha / beta), eV: 6.888 / 6.176
Multiplicity: 5

The geometry in XYZ format:
```
80
C24H41Cl4IrN5O4P, DFT the ωB97M-V functional and the def2-TZVPD basis
Ir -0.150 0.063 0.972
Cl -6.901 0.521 2.886
C -5.204 0.723 2.819
C -4.597 1.778 3.537
Cl -5.565 2.789 4.515
C -3.227 1.979 3.436
Cl -2.468 3.266 4.275
C -2.409 1.153 2.641
O -1.155 1.354 2.519
C -3.031 0.039 1.920
O -2.293 -0.697 1.197
C -4.432 -0.135 2.047
Cl -5.179 -1.420 1.196
O 1.000 -0.299 -0.947
P 0.424 -0.364 -2.343
N -0.878 0.686 -2.525
C -0.812 1.896 -3.330
C -2.254 2.394 -3.310
C -2.752 2.023 -1.905
C -1.806 0.901 -1.440
N 1.590 0.075 -3.428
C 2.587 1.095 -3.115
C 3.734 0.831 -4.092
C 2.998 0.232 -5.290
C 1.987 -0.688 -4.612
N -0.095 -1.853 -2.859
C 0.563 -3.007 -2.260
C -0.402 -3.492 -1.169
C -1.783 -2.984 -1.617
C -1.504 -2.214 -2.917
H -0.451 1.658 -4.329
H -0.151 2.648 -2.877
H -2.839 1.873 -4.068
H -2.309 3.463 -3.506
H -3.786 1.683 -1.928
H -2.712 2.878 -1.229
H -2.343 -0.017 -1.198
H -1.250 1.208 -0.506
H 2.881 1.026 -2.063
H 2.163 2.091 -3.299
H 4.439 0.106 -3.679
H 4.278 1.743 -4.336
H 3.655 -0.297 -5.977
H 2.481 1.023 -5.834
H 2.475 -1.628 -4.326
H 1.123 -0.923 -5.235
H 1.544 -2.729 -1.873
H 0.688 -3.770 -3.034
H -0.134 -3.052 -0.208
H -0.372 -4.575 -1.079
H -2.210 -2.329 -0.857
H -2.484 -3.796 -1.793
H -2.125 -1.331 -3.049
H -1.641 -2.867 -3.782
N 2.793 3.729 4.400
C 2.974 2.924 3.161
C 1.659 2.219 2.771
N 1.802 1.437 1.560
H 3.678 4.155 4.702
H 2.443 3.134 5.164
H 2.106 4.479 4.250
H 3.755 2.181 3.336
H 3.300 3.589 2.357
H 0.861 2.946 2.613
H 1.326 1.547 3.564
H 2.519 0.725 1.662
H 2.021 2.016 0.757
C 1.607 -3.561 3.240
C 0.450 -3.212 4.176
C -0.302 -2.177 3.348
O 0.718 -1.418 2.682
C 1.905 -2.218 2.570
H 1.292 -4.297 2.501
H 2.479 -3.943 3.769
H 0.829 -2.767 5.098
H -0.168 -4.071 4.426
H -0.892 -1.472 3.937
H -0.946 -2.659 2.604
H 2.709 -1.686 3.094
H 2.179 -2.330 1.519
```